Below is a structure of composition C42H53N5P2ReSSb, with properties calculated with ωB97M-V/def2-TZVPD.

Gap between HOMO and LUMO (alpha / beta) (eV): 6.57 / 5.88
HOMO (alpha / beta) (eV): -16.27 / -15.44
Charge: +3
Relative energy (zero: lowest compared OMol25 entry of this formula, charge and spin) (kcal per mole): 0.0
Spin multiplicity: 2

```
105
Properties=species:S:1:pos:R:3:forces:R:3:lowdin_charge:R:1
Re -0.613540 -0.555896 -0.159957 0.994 -0.107 0.377 0.916
C -4.506425 -2.489186 0.583688 -0.007 0.035 0.027 0.037
C -3.263244 -1.912464 0.011900 0.039 -0.012 -0.286 -0.261
N -2.402384 -1.242726 0.698733 -0.138 0.383 0.114 -0.199
N -2.740375 -0.925150 2.017613 0.184 -0.532 -0.202 0.022
C -2.255774 -1.766581 2.887786 -0.105 0.399 -0.128 -0.771
N -2.730587 -1.749590 4.137183 0.097 0.015 0.057 0.130
S -1.004594 -2.948521 2.491443 0.162 -0.048 0.019 0.846
C -2.884186 -2.016794 -1.405866 -0.018 0.018 0.198 -0.202
C -3.648583 -2.622161 -2.385110 0.063 -0.022 -0.068 0.046
C -3.208244 -2.602683 -3.701869 -0.035 -0.027 0.034 0.020
C -2.005085 -1.984078 -4.001317 0.060 -0.001 0.036 0.009
C -1.277890 -1.403241 -2.980655 -0.071 -0.070 -0.005 -0.103
N -1.703974 -1.408299 -1.705240 -0.047 0.075 -0.080 -0.098
H -4.279040 -3.077109 1.473349 0.020 0.006 -0.002 0.100
H -5.172287 -1.680692 0.895337 -0.010 -0.003 0.020 0.111
H -5.027433 -3.128553 -0.120880 -0.019 0.020 -0.007 0.087
H -3.538602 -1.185808 4.355010 -0.007 -0.026 0.019 0.133
H -2.371882 -2.381196 4.832993 -0.068 -0.002 0.003 0.107
H -4.579892 -3.102369 -2.127440 -0.018 -0.005 -0.003 0.129
H -3.798431 -3.067287 -4.480061 -0.005 -0.004 -0.009 0.139
H -1.620977 -1.953977 -5.010753 -0.004 0.013 -0.020 0.134
H -0.335859 -0.911664 -3.169888 0.021 0.018 -0.003 0.083
C 1.443837 1.069898 2.502614 0.157 -0.181 0.061 -0.119
N 1.610015 -0.068821 1.545611 -0.952 0.193 -0.340 -0.417
P 1.685857 0.262282 -0.169246 0.067 -0.086 -0.701 0.890
C 2.376113 1.930727 -0.236643 0.068 0.013 0.137 -0.354
C 1.929240 2.839413 -1.186393 -0.159 0.006 -0.068 -0.107
C 2.548595 4.072436 -1.340123 0.012 -0.006 0.058 -0.039
C 3.620717 4.410312 -0.530997 0.003 -0.004 -0.004 -0.026
C 4.073044 3.513677 0.431620 -0.019 0.010 -0.018 -0.029
C 3.461071 2.282344 0.575619 0.019 -0.026 0.005 -0.104
C 2.936313 -0.738570 -0.999181 0.208 0.037 0.135 -0.354
C 2.533891 -1.586011 -2.026085 -0.118 0.064 -0.076 -0.123
C 3.467202 -2.277278 -2.784581 0.047 0.044 0.033 -0.057
C 4.816884 -2.136883 -2.504372 0.007 0.003 -0.008 -0.035
C 5.231609 -1.307356 -1.467419 -0.008 -0.030 -0.015 -0.038
C 4.300910 -0.603544 -0.726010 0.019 0.012 0.007 -0.068
P 0.841929 -1.578725 1.996880 -0.494 -0.328 0.476 0.810
C 1.470820 -1.581702 3.702398 0.336 0.107 -0.224 -0.353
C 2.855032 -1.397707 3.838262 0.023 0.083 0.053 -0.106
C 3.446341 -1.392803 5.089140 -0.032 -0.009 -0.071 -0.035
C 2.659770 -1.523682 6.226011 0.023 0.000 0.012 -0.024
C 1.285128 -1.641523 6.102672 -0.029 -0.024 0.007 -0.034
C 0.692722 -1.680215 4.848976 -0.008 -0.003 0.066 -0.095
C 1.561465 -2.844086 0.931796 -0.070 -0.009 -0.069 -0.385
C 2.900766 -3.233228 0.990794 0.048 0.021 0.016 -0.051
C 3.380025 -4.204964 0.128663 -0.007 0.011 0.077 -0.024
C 2.540339 -4.795612 -0.806999 -0.053 -0.031 -0.014 -0.030
C 1.214652 -4.402447 -0.894833 0.031 -0.042 -0.002 -0.050
C 0.728456 -3.438966 -0.026614 -0.157 0.162 -0.004 -0.176
H 1.267474 1.993883 1.963058 -0.036 -0.008 0.009 0.070
H 2.345993 1.166859 3.103384 -0.003 0.020 0.012 0.096
H 0.606054 0.882966 3.171663 0.023 -0.027 0.008 0.084
H 1.100264 2.585267 -1.829774 0.012 0.005 0.062 0.040
H 2.196009 4.767315 -2.090539 -0.009 0.001 -0.014 0.119
H 4.107000 5.369162 -0.646142 0.005 0.012 -0.001 0.126
H 4.906769 3.776708 1.067586 0.014 0.005 0.012 0.125
H 3.827446 1.603659 1.335311 0.013 -0.008 0.003 0.102
H 1.478665 -1.724021 -2.233797 -0.002 0.041 -0.002 0.066
H 3.143334 -2.927883 -3.585757 -0.013 0.002 -0.015 0.122
H 5.550122 -2.671416 -3.092912 0.012 -0.001 -0.012 0.125
H 6.285130 -1.197638 -1.250713 0.020 0.003 0.003 0.123
H 4.651021 0.055026 0.055620 -0.005 0.023 0.011 0.099
H 3.477207 -1.224164 2.971002 0.020 -0.031 -0.034 0.094
H 4.517459 -1.273262 5.176050 0.012 -0.013 0.007 0.123
H 3.119232 -1.517490 7.204844 -0.006 0.010 0.014 0.127
H 0.667440 -1.708745 6.987673 -0.010 -0.006 0.000 0.123
H -0.377169 -1.758231 4.785023 -0.003 -0.042 -0.029 0.048
H 3.578762 -2.801114 1.709139 -0.001 0.014 0.053 0.102
H 4.414113 -4.514296 0.196954 0.007 0.001 0.015 0.131
H 2.921727 -5.569098 -1.460082 0.001 -0.008 -0.009 0.130
H 0.554596 -4.868304 -1.614263 -0.016 0.002 -0.005 0.123
H -0.331417 -3.198731 -0.066450 -0.014 -0.056 0.099 0.043
C 0.117499 1.679398 -3.740249 -0.024 -0.044 -0.046 -0.139
C -1.177417 2.239495 -3.133393 0.019 0.096 -0.062 -0.518
C -1.271630 3.756854 -3.316725 0.008 -0.034 -0.062 -0.120
Sb -1.682215 1.752140 -1.087057 0.100 -0.357 0.483 1.555
C -3.807934 1.495840 -1.266136 -0.101 0.050 -0.070 -0.525
C -4.429242 2.569609 -2.161527 0.003 -0.042 -0.031 -0.115
C -4.509347 1.437501 0.088345 -0.035 -0.019 0.011 -0.126
C -1.337415 3.255079 0.403363 -0.080 0.172 -0.035 -0.524
C -1.591124 2.614294 1.767449 0.054 -0.046 0.056 -0.148
C -2.176568 4.515025 0.204075 0.063 0.023 -0.031 -0.105
H -0.086046 1.271745 -4.731569 -0.005 0.009 -0.007 0.096
H 0.604249 0.898000 -3.152159 -0.019 0.003 0.019 0.029
H 0.853589 2.470413 -3.877325 0.006 0.003 -0.007 0.084
H -2.029475 1.761829 -3.625654 0.004 0.045 -0.005 0.074
H -0.471057 4.267108 -2.777242 0.003 0.009 0.016 0.075
H -2.223472 4.170327 -2.987152 -0.027 -0.009 0.008 0.063
H -1.157785 4.002547 -4.374268 0.001 -0.011 -0.013 0.103
H -3.891893 0.528067 -1.773086 -0.040 -0.008 0.020 0.072
H -4.305984 3.568259 -1.742212 0.002 0.017 0.017 0.077
H -5.502601 2.389734 -2.245864 -0.010 -0.018 0.010 0.099
H -4.025939 2.567485 -3.173737 -0.001 0.016 -0.002 0.069
H -4.537711 2.422338 0.555057 0.003 0.023 -0.004 0.075
H -4.053617 0.747726 0.798081 0.021 0.001 -0.007 0.034
H -5.548746 1.135272 -0.057910 -0.015 0.006 -0.020 0.096
H -0.279838 3.496748 0.293976 0.079 0.013 0.010 0.069
H -2.653879 2.466869 1.954833 -0.018 0.009 -0.023 0.073
H -1.204338 3.262740 2.556401 -0.016 0.037 -0.001 0.102
H -1.107151 1.637411 1.883686 -0.034 0.024 -0.050 0.012
H -3.241798 4.310898 0.309600 -0.021 -0.013 -0.009 0.071
H -2.008160 4.983527 -0.764755 0.003 0.006 0.009 0.069
H -1.913641 5.248331 0.968719 0.008 -0.004 0.023 0.099
```
Positions in Å, forces in eV/Å.

***

Below is a structure of composition C33H37CrN5S3Se, with properties calculated with ωB97M-V/def2-TZVPD.

Gap between HOMO and LUMO (alpha / beta) (eV): 5.75 / 5.89
HOMO (alpha / beta) (eV): -3.28 / -3.42
Charge: -1
Relative energy (zero: lowest compared OMol25 entry of this formula, charge and spin) (kcal per mole): 7.1
Spin multiplicity: 4

```
80
Properties=species:S:1:pos:R:3:forces:R:3:lowdin_charge:R:1
Cr -0.158611 -0.357129 0.252649 -0.455 0.310 -0.427 -0.035
C 6.594578 1.402345 0.282792 0.030 -0.044 0.061 -0.044
C 6.393668 0.285540 1.270058 0.035 0.075 0.001 -0.215
C 7.453735 -0.237834 1.998522 -0.016 -0.013 -0.001 -0.060
C 7.275644 -1.280901 2.897173 0.035 -0.002 0.014 -0.105
C 6.013929 -1.833779 3.052275 -0.001 0.014 -0.031 -0.089
C 4.939229 -1.337495 2.329387 -0.041 0.001 -0.040 -0.024
C 5.115607 -0.259446 1.457935 -0.044 -0.110 0.062 -0.198
N 4.057777 0.276444 0.711178 0.103 0.058 0.145 0.149
C 2.696475 0.153305 0.979298 0.033 -0.001 -0.114 -0.355
N 2.385135 0.241307 2.284594 -0.001 -0.151 0.045 0.148
C 1.128305 0.421431 2.918680 -0.142 -0.039 -0.092 -0.222
C -0.069971 0.299580 2.213131 0.116 -0.046 0.328 -0.276
C -1.224042 0.555509 2.965375 0.037 0.093 0.025 -0.144
C -1.194211 0.883492 4.312748 -0.018 0.000 -0.049 -0.102
C 0.022085 0.962771 4.973203 -0.003 -0.002 -0.024 -0.077
C 1.202181 0.732845 4.284657 0.106 0.041 0.083 -0.224
C 2.528175 0.820705 5.003019 -0.094 -0.008 -0.044 -0.055
N 1.841812 0.034449 0.014653 0.432 0.185 -0.216 0.000
C 2.401082 0.178224 -1.309274 0.053 0.143 0.001 -0.287
C 2.417185 1.452570 -1.870738 -0.065 -0.040 0.081 -0.046
C 2.977289 1.672137 -3.121960 -0.002 -0.005 0.029 -0.087
C 3.547009 0.613538 -3.810784 -0.006 0.042 0.017 -0.099
C 3.562306 -0.648249 -3.231142 0.005 0.002 -0.046 -0.052
C 3.000636 -0.892397 -1.982776 0.021 -0.063 0.036 -0.236
C 3.074698 -2.262081 -1.374470 -0.056 0.009 -0.054 -0.026
H 7.611716 1.787260 0.343476 0.001 -0.001 -0.020 0.073
H 5.900700 2.225438 0.468007 -0.005 -0.018 -0.016 0.085
H 6.428503 1.057583 -0.742981 -0.010 0.046 -0.004 0.086
H 8.441816 0.188293 1.861605 -0.021 0.005 -0.016 0.105
H 8.118657 -1.664367 3.459709 -0.038 0.010 -0.027 0.094
H 5.863092 -2.673733 3.719745 -0.017 0.038 -0.010 0.102
H 3.964385 -1.804664 2.412161 -0.006 0.024 0.004 0.115
H 4.263885 0.576045 -0.227812 0.012 -0.083 -0.074 0.121
H 3.183843 0.354127 2.881100 0.057 0.026 0.037 0.098
H -2.189434 0.482142 2.482561 -0.025 -0.005 -0.030 0.048
H -2.119995 1.063948 4.848284 0.022 0.003 0.002 0.091
H 0.062932 1.207722 6.029472 0.006 -0.013 -0.006 0.097
H 2.368828 1.074050 6.050367 0.019 -0.004 0.005 0.071
H 3.177020 1.592585 4.573978 0.008 -0.012 0.028 0.082
H 3.072804 -0.129124 4.972363 0.011 0.027 0.006 0.080
H 1.969282 2.261356 -1.307660 -0.073 -0.006 -0.022 0.094
H 2.959087 2.668761 -3.547953 0.006 -0.035 -0.007 0.098
H 3.982508 0.767506 -4.791506 -0.010 -0.014 0.022 0.092
H 4.019573 -1.475386 -3.764602 -0.038 0.002 0.026 0.106
H 3.180404 -3.019320 -2.152694 0.026 0.015 0.026 0.085
H 2.183346 -2.484121 -0.790541 0.024 0.023 -0.010 0.015
H 3.934780 -2.341458 -0.700255 -0.027 -0.009 0.014 0.084
C -0.896136 0.713715 -4.323670 -0.007 -0.018 0.123 -0.140
C -0.729920 0.726272 -2.817304 0.081 0.170 -0.070 -0.755
S -0.447177 -0.845484 -2.094663 0.038 -0.160 -0.083 0.622
C -0.797111 1.871233 -2.119880 -0.049 0.047 0.044 -0.761
C -1.055511 3.212404 -2.765074 0.002 -0.129 0.015 -0.144
S -0.649293 1.925096 -0.351746 -0.204 -0.196 0.026 0.633
H -0.630515 -0.267493 -4.713420 -0.003 0.024 -0.042 0.046
H -0.260348 1.462096 -4.805601 0.002 -0.041 -0.008 0.060
H -1.932506 0.925288 -4.608537 0.022 -0.005 -0.024 0.073
H -0.643882 3.265369 -3.776807 -0.038 0.022 0.047 0.056
H -0.609354 4.007982 -2.165493 -0.008 0.011 -0.036 0.050
H -2.131978 3.419911 -2.833248 0.049 0.032 -0.008 0.068
Se 0.487170 -2.602205 1.299196 -0.197 -0.130 0.184 0.707
C 0.319684 -4.101732 0.122279 0.003 0.131 -0.068 -0.638
C -0.561574 -4.107817 -0.960571 0.057 -0.093 0.003 -0.149
C -0.679932 -5.234352 -1.764439 0.019 0.030 0.059 -0.098
C 0.076538 -6.370960 -1.507361 0.012 -0.018 -0.044 -0.128
C 0.966743 -6.366238 -0.441404 0.018 0.045 0.052 -0.120
C 1.092060 -5.240644 0.362523 -0.079 -0.004 -0.037 -0.156
H -1.144049 -3.222398 -1.178058 -0.057 -0.040 0.006 0.015
H -1.372337 -5.222583 -2.598351 0.014 0.027 -0.010 0.096
H -0.017253 -7.247502 -2.138478 -0.006 0.016 0.020 0.085
H 1.569642 -7.243567 -0.233822 0.004 0.010 -0.004 0.089
H 1.789868 -5.231120 1.192025 -0.002 -0.040 -0.014 0.085
N -5.076051 -0.821158 -0.317796 -0.008 0.071 -0.011 0.063
C -3.869976 -0.250728 -0.030837 0.168 -0.209 -0.011 -0.878
N -3.781365 1.067319 -0.166203 0.037 0.219 0.011 0.104
S -2.612305 -1.240484 0.473142 0.031 -0.216 0.208 0.699
H -5.906825 -0.256850 -0.260705 -0.027 0.000 0.018 0.090
H -5.163144 -1.788560 -0.061230 -0.011 -0.039 0.007 0.077
H -4.522400 1.578763 -0.614861 0.029 -0.005 -0.064 0.104
H -2.846306 1.494402 -0.123810 0.128 0.021 -0.006 -0.011
```
Positions in Å, forces in eV/Å.

***

Below is the molecule C13H9IO, with properties calculated with ωB97M-V/def2-TZVPD.

Gap between HOMO and LUMO (eV): 8.38
HOMO (eV): -8.51
Charge: 0
SMILES: OC1(I)c2ccccc2-c2ccccc21

```
24
Properties=species:S:1:pos:R:3:forces:R:3:lowdin_charge:R:1
C -0.820065 3.003168 0.685564 -0.091 0.053 0.061 -0.077
C -0.839194 -2.985216 0.688744 -0.088 -0.054 0.060 -0.077
C 0.308741 3.434561 0.005858 0.084 0.068 -0.060 -0.074
C 0.286953 -3.424606 0.009793 0.079 -0.070 -0.060 -0.074
C -1.071156 1.651757 0.870916 0.082 -0.127 -0.022 -0.010
C -1.081731 -1.632001 0.872506 0.085 0.128 -0.022 -0.010
C 1.225349 2.522117 -0.499747 -0.029 -0.053 -0.033 -0.029
C 1.209355 -2.518483 -0.496675 -0.024 0.051 -0.034 -0.030
C -0.166765 0.735486 0.363430 0.245 0.567 -0.171 -0.118
C -0.171444 -0.721951 0.364396 0.238 -0.564 -0.172 -0.118
C 0.978704 1.179251 -0.314392 -0.254 0.014 0.183 -0.210
C 0.971473 -1.173725 -0.312581 -0.258 -0.018 0.175 -0.212
C 1.798397 -0.000384 -0.760860 0.279 -0.007 0.307 -0.765
O 2.207135 -0.002676 -2.092657 0.262 0.012 -0.241 -0.072
I 3.692727 -0.004512 0.356436 -0.264 0.003 -0.121 0.889
H -1.515023 3.731440 1.076851 -0.054 0.063 0.027 0.102
H -1.538797 -3.708632 1.080728 -0.055 -0.062 0.027 0.103
H 0.482065 4.491726 -0.127120 -0.001 0.097 -0.004 0.103
H 0.453718 -4.482975 -0.121899 -0.002 -0.097 -0.003 0.103
H -1.953052 1.321792 1.398623 -0.113 -0.011 0.060 0.111
H -1.961676 -1.295921 1.399570 -0.113 0.012 0.060 0.111
H 2.113259 2.851318 -1.019088 0.088 0.035 -0.041 0.118
H 2.095483 -2.854476 -1.014941 0.087 -0.034 -0.039 0.118
H 1.435053 -0.059939 -2.667665 -0.184 -0.008 0.064 0.120
```
Positions in Å, forces in eV/Å.

***

Number 1: strongest force on any atom 0.0208 Eh/bohr. Number 2: strongest force on any atom 0.0136 Eh/bohr. Number 3: strongest force on any atom 0.0125 Eh/bohr.